The following is a DFT calculation (the ωB97M-V functional and the def2-TZVPD basis) of 11 unconnected molecules or ions with the total composition C66H125F4N7 at a distorted geometry.

* LUMO: 0.55 eV
* highest occupied orbital energy: -8.17 eV
* SMILES: CCN(CC)CC.CCN(CC)CC.CCN(CC)CC.CCN(CC)CC.CCN(CC)CC.CCN(CC)CC.CCN(CC)CC.Fc1ccccc1.Fc1ccccc1.Fc1ccccc1.Fc1ccccc1
* frontier orbital gap: 8.73 eV

Element x y z (Å)
C: 23.4154 8.7278 21.4844
C: 22.6725 10.0222 21.1490
N: 21.3038 9.7895 20.9196
C: 21.0284 9.2717 19.6433
C: 19.7849 8.4753 19.6174
C: 20.5434 11.0559 21.1586
C: 20.4834 11.4620 22.6019
H: 22.9995 8.2323 22.3466
H: 24.4463 8.9502 21.7701
H: 23.4619 8.0648 20.6206
H: 22.7170 10.7198 21.9867
H: 23.2050 10.6134 20.3614
H: 20.9534 10.1094 18.8914
H: 21.8576 8.6409 19.3488
H: 19.9275 7.6553 20.3196
H: 18.9121 9.0410 19.9182
H: 19.5830 8.0942 18.6187
H: 19.5468 10.8503 20.7959
H: 20.9746 11.8589 20.5386
H: 20.3681 10.6159 23.2753
H: 19.6488 12.1761 22.7025
H: 21.3993 11.9683 22.8988
C: 12.8118 19.7542 16.1589
C: 13.7615 18.6582 16.5743
N: 14.3380 17.7747 15.5347
C: 15.1247 18.5087 14.5570
C: 16.2321 19.2984 15.2238
C: 13.2851 17.0340 14.8394
C: 13.7214 15.7636 14.1720
H: 13.2911 20.4477 15.4650
H: 12.4934 20.2684 17.0844
H: 11.9562 19.2822 15.6997
H: 14.6403 18.9699 17.1298
H: 13.2831 17.9425 17.2477
H: 15.5644 17.8167 13.8459
H: 14.5356 19.1990 13.9213
H: 15.9282 20.2163 15.7009
H: 16.7906 18.6917 15.9497
H: 17.0045 19.5599 14.4753
H: 12.7457 17.6651 14.1240
H: 12.5240 16.8011 15.6142
H: 14.0633 15.0410 14.9425
H: 14.5111 15.9013 13.4329
H: 12.8785 15.3099 13.6748
C: 24.7851 11.2878 14.1873
C: 23.9535 12.5515 14.1369
N: 24.4610 13.7345 13.4976
C: 24.7541 13.5204 12.1018
C: 24.7967 14.6673 11.1938
C: 25.5298 14.4582 14.1845
C: 25.2411 14.7788 15.6042
H: 24.7272 10.8084 13.2211
H: 24.2927 10.5984 14.8673
H: 25.8249 11.4040 14.5137
H: 22.9774 12.4612 13.6239
H: 23.5914 12.8324 15.1414
H: 25.7048 12.9959 11.9461
H: 23.9551 12.8705 11.6939
H: 23.9094 15.2653 11.3400
H: 25.6868 15.2681 11.4219
H: 24.8397 14.3278 10.1523
H: 25.5627 15.3848 13.6037
H: 26.5560 14.0232 14.1730
H: 25.1989 13.9173 16.2288
H: 24.2778 15.2760 15.6822
H: 26.0447 15.4335 15.9661
C: 12.8511 9.5259 16.4738
C: 14.3349 9.4351 16.0997
N: 15.2035 9.4240 17.2960
C: 16.4556 8.8501 17.0428
C: 16.4140 7.3342 16.8323
C: 15.3833 10.7504 17.7949
C: 15.7915 10.7912 19.2811
H: 12.5335 8.6501 17.0279
H: 12.3407 9.5237 15.5032
H: 12.6668 10.4334 17.0416
H: 14.5773 8.5308 15.5689
H: 14.6051 10.3109 15.4874
H: 17.1142 9.0093 17.8886
H: 16.8903 9.4401 16.1684
H: 16.0421 6.9465 17.7881
H: 17.4197 6.9443 16.7423
H: 15.8333 6.8956 16.0049
H: 16.1309 11.2729 17.1983
H: 14.4451 11.2822 17.6539
H: 16.6002 10.1083 19.5578
H: 16.1229 11.8090 19.4859
H: 14.9101 10.6105 19.8874
C: 16.9750 15.6751 8.4259
C: 17.6977 16.6175 9.4026
N: 16.8336 17.3227 10.2981
C: 15.8019 18.0881 9.6053
C: 16.3530 19.1078 8.5906
C: 17.5986 18.2188 11.2019
C: 18.3130 17.4067 12.3238
H: 17.7303 15.0446 7.9500
H: 16.4893 16.2495 7.6256
H: 16.3042 14.9428 8.8718
H: 18.3643 16.0342 10.0410
H: 18.3628 17.2867 8.8146
H: 15.1249 17.4040 9.0997
H: 15.2192 18.6451 10.3364
H: 16.8837 18.5679 7.8037
H: 15.5538 19.6867 8.1224
H: 17.0702 19.8382 9.0258
H: 16.8735 18.9334 11.5776
H: 18.3465 18.8052 10.6057
H: 17.5527 16.8480 12.8941
H: 18.8556 18.0405 13.0410
H: 19.0448 16.7369 11.9070
C: 9.7322 14.4046 20.3913
C: 10.0546 14.5508 18.9607
N: 11.3198 13.9541 18.6215
C: 12.3720 14.8983 18.9512
C: 13.7658 14.3809 19.0834
C: 11.3794 13.5325 17.2324
C: 10.3839 12.5362 16.7561
H: 9.6630 13.3443 20.6525
H: 8.8254 14.8895 20.7090
H: 10.4992 14.8428 21.0143
H: 9.2610 14.0166 18.4220
H: 9.9582 15.6316 18.7412
H: 12.3456 15.7743 18.2133
H: 12.1078 15.4087 19.8785
H: 13.8180 13.7157 19.9729
H: 13.9760 13.8336 18.1678
H: 14.4351 15.2266 19.2074
H: 12.3747 13.1000 17.1614
H: 11.3793 14.4271 16.5387
H: 9.3811 12.9573 16.7439
H: 10.4137 11.7157 17.4755
H: 10.5212 12.1131 15.7599
C: 17.3608 14.5284 18.9080
C: 18.5242 15.0453 18.0264
N: 18.8964 14.1918 16.9449
C: 19.5226 12.9757 17.3956
C: 20.4012 12.2695 16.3629
C: 17.8138 13.9324 16.0153
C: 17.2226 15.1657 15.4131
H: 17.0311 15.3769 19.5079
H: 17.6661 13.7300 19.5815
H: 16.5274 14.1619 18.3073
H: 18.1942 15.9892 17.5534
H: 19.4295 15.3204 18.5576
H: 20.1787 13.3160 18.2242
H: 18.7682 12.3423 17.8657
H: 19.8084 11.8173 15.5604
H: 21.0741 13.0215 15.9548
H: 21.0109 11.5303 16.8277
H: 17.0424 13.2810 16.4640
H: 18.2689 13.3264 15.2459
H: 18.0871 15.7813 15.2298
H: 16.5802 15.6501 16.1610
H: 16.6322 14.9268 14.5508
F: 20.0221 20.0222 15.5311
C: 20.5839 18.9063 15.0279
C: 20.2672 17.6581 15.4881
C: 20.9457 16.5649 14.9461
C: 21.7698 16.7321 13.8405
C: 22.0724 17.9531 13.3462
C: 21.4664 19.0920 13.9544
H: 19.5309 17.4341 16.2945
H: 20.7284 15.5767 15.3290
H: 22.1911 15.8465 13.4051
H: 22.7799 18.0313 12.4907
H: 21.6268 20.0795 13.5508
F: 12.3278 9.5357 11.6186
C: 13.0812 10.5079 12.2604
C: 12.3958 11.4385 13.0241
C: 13.1341 12.3667 13.7499
C: 14.5245 12.3452 13.7112
C: 15.1587 11.4324 12.8618
C: 14.4146 10.4534 12.1674
H: 11.3366 11.5313 13.1279
H: 12.6221 13.1338 14.3696
H: 15.0575 13.1373 14.2469
H: 16.2305 11.4793 12.7866
H: 14.9031 9.6850 11.5767
F: 20.1931 20.5052 18.7814
C: 19.3004 19.7339 19.3467
C: 19.4720 19.3082 20.6678
C: 18.5107 18.4680 21.2228
C: 17.4131 18.0856 20.5317
C: 17.2371 18.5271 19.2153
C: 18.1574 19.3590 18.6392
H: 20.4061 19.5892 21.1555
H: 18.6481 18.1808 22.2628
H: 16.6050 17.5659 21.0061
H: 16.3217 18.2419 18.6885
H: 18.0998 19.6534 17.5919
F: 16.6745 12.5736 9.9364
C: 17.6823 12.5338 10.8178
C: 18.5101 11.4340 10.8870
C: 19.5977 11.4504 11.7879
C: 19.8159 12.5924 12.5569
C: 18.9230 13.6473 12.4943
C: 17.8324 13.5988 11.6176
H: 18.3236 10.6050 10.1934
H: 20.2699 10.6073 11.7427
H: 20.7046 12.6414 13.1838
H: 19.1284 14.5564 13.0615
H: 17.2007 14.4644 11.4863

Results of the Löwdin charge analysis, in e, for atoms 1 through 6: number 1, C, carries -0.0732; number 2, C, carries -0.2953; number 3, N, carries -0.2032; number 4, C, carries -0.3091; number 5, C, carries -0.0810; number 6, C, carries -0.2410

=====

The following is a DFT calculation (the ωB97M-V functional and the def2-TZVPD basis) of 2 unconnected molecules or ions with the total composition C8H11IOSi at a distorted geometry.

* LUMO (alpha / beta): -0.72 / -0.31 eV
* highest occupied orbital energy (alpha / beta): -9.07 / -7.23 eV
* energy relative to the best compared isomer or geometry (same formula, charge and spin): 4.129 eV
* frontier orbital gap (alpha / beta): 8.35 / 6.92 eV

Element x y z (Å)
C: 2.2546 -0.4882 0.6551
C: 1.1862 -1.2223 1.2796
C: 3.1041 -1.2215 -0.2214
C: 0.8418 -2.5264 0.7733
C: 2.8224 -2.5358 -0.5524
C: 1.6505 -3.0730 -0.1437
C: -2.9045 3.0038 0.6356
C: -0.8318 0.9509 -1.6530
O: -2.0191 1.9332 0.9051
Si: -1.5613 0.6579 0.0714
I: -3.5861 -0.8942 -0.2303
H: 2.5909 0.3604 1.0786
H: 0.7573 -0.9102 2.1564
H: 3.9311 -0.8470 -0.6739
H: 0.0356 -3.0019 1.3399
H: 3.4357 -3.1233 -1.2505
H: -2.7562 3.3734 -0.4495
H: -2.6173 3.7541 1.2419
H: -3.8928 2.6643 0.8862
H: -1.6476 0.5292 -2.2483
H: -0.9150 2.0692 -1.7712
H: 0.1216 0.5473 -1.8289

Results of the Löwdin charge analysis, in e, for atoms 1 through 6: number 1, C, carries -0.0503; number 2, C, carries -0.0887; number 3, C, carries -0.0784; number 4, C, carries -0.1111; number 5, C, carries -0.1277; number 6, C, carries 0.0316

=====

The following is a DFT calculation (the ωB97M-V functional and the def2-TZVPD basis) of a molecular structure, C4H3GdLi2O2 at a distorted geometry.

* LUMO (alpha / beta): -3.95 / -4.13 eV
* spin multiplicity: 9
* highest occupied orbital energy (alpha / beta): -9.57 / -9.63 eV
* net charge: +1
* energy relative to the best compared isomer or geometry (same formula, charge and spin): 0.000 eV
* frontier orbital gap (alpha / beta): 5.62 / 5.50 eV
* <S²>: 20.06

Element x y z (Å)
C: 0.7758 -0.6255 -0.1537
O: 1.0040 0.1743 0.8455
Gd: -0.6354 0.2520 -2.1250
Li: 2.0320 -0.3249 2.2651
H: 1.3601 -2.4246 -0.8347
C: 1.8973 -1.4694 -0.5303
C: 2.7112 -0.7156 -1.6045
C: 2.4116 0.4548 -2.2122
O: 1.2993 1.2849 -2.1528
Li: 1.7729 1.6867 -0.3770
H: 2.5935 -1.6550 0.3134
H: 3.1600 0.8750 -2.9054

Results of the Löwdin charge analysis, in e, for atoms 1 through 6: number 1, C, carries -0.5227; number 2, O, carries -0.3864; number 3, Gd, carries 1.5735; number 4, Li, carries 0.8302; number 5, H, carries 0.1258; number 6, C, carries -0.3596

=====

The following is a DFT calculation (the ωB97M-V functional and the def2-TZVPD basis) of 4 unconnected molecules or ions with the total composition C14H20F3NO11 at a distorted geometry.

* LUMO: 0.34 eV
* highest occupied orbital energy: -9.13 eV
* SMILES: O=C1OC[C@@H](F)O1.O=C1OC[C@@H](F)O1.O=C1OC[C@@H](F)O1.NCCCCOC=O
* frontier orbital gap: 9.47 eV

Element x y z (Å)
N: 0.9732 -0.9806 2.8818
C: 0.5921 -0.8474 1.4147
C: 0.6333 0.6951 0.9929
C: -0.6551 1.5586 1.4169
C: -1.8191 0.7370 2.1422
O: -2.6313 0.1262 1.0982
C: -3.4593 -0.9160 1.5948
O: -2.9242 -2.0315 1.8245
H: 1.1296 -0.0525 3.2966
H: 0.1792 -1.4027 3.3820
H: -0.3883 -1.3856 1.1976
H: 1.4183 -1.4314 0.8395
H: 1.5727 1.2134 1.4038
H: 0.7226 0.7126 -0.1589
H: -1.1060 1.9686 0.4351
H: -0.3916 2.4750 2.0427
H: -1.4764 0.0276 2.9637
H: -2.4938 1.5232 2.6614
H: -4.5902 -0.7371 1.7215
C: 3.3800 4.1007 -2.2656
C: 3.5178 2.7601 -1.6174
O: 2.3727 2.6811 -0.7917
C: 1.4257 3.4379 -1.4143
O: 0.2573 3.3942 -1.1609
O: 1.9706 4.2454 -2.3665
F: 4.6196 2.7110 -0.8317
H: 3.7854 4.9096 -1.6513
H: 3.8499 4.1383 -3.2494
H: 3.5245 1.9199 -2.3177
C: 2.2710 -4.6281 1.6066
C: 3.2870 -5.5571 1.0225
O: 3.3978 -5.1143 -0.3142
C: 3.1114 -3.7824 -0.2804
O: 3.3623 -3.0187 -1.1656
O: 2.5104 -3.4252 0.8897
F: 2.8340 -6.8339 1.0178
H: 1.2440 -4.9590 1.4279
H: 2.4096 -4.4797 2.6784
H: 4.2670 -5.5140 1.5065
C: -3.3750 1.2751 -2.0000
C: -4.8014 1.6654 -1.7820
O: -5.4023 1.4043 -3.0339
C: -4.6792 0.3842 -3.5786
O: -5.0466 -0.2813 -4.5011
O: -3.4895 0.2120 -2.9367
F: -4.9098 2.9903 -1.5198
H: -2.7789 2.0812 -2.4375
H: -2.8902 0.9394 -1.0818
H: -5.3111 1.0912 -1.0025

Results of the Löwdin charge analysis, in e, for atoms 1 through 6: number 1, N, carries -0.0273; number 2, C, carries -0.2493; number 3, C, carries -0.1812; number 4, C, carries -0.1502; number 5, C, carries -0.1924; number 6, O, carries -0.1411

=====

The following is a DFT calculation (the ωB97M-V functional and the def2-TZVPD basis) of 2 unconnected molecules or ions with the total composition H6N2 at a distorted geometry.

* LUMO: 0.99 eV
* highest occupied orbital energy: -10.12 eV
* energy relative to the best compared isomer or geometry (same formula, charge and spin): 0.348 eV
* SMILES: N.N
* frontier orbital gap: 11.11 eV

Element x y z (Å)
H: 1.2573 0.8269 0.1078
H: 1.3551 -0.5826 0.6069
H: 2.7161 -0.0189 0.0502
H: -2.4024 0.5503 -0.4863
H: -1.1348 0.4967 0.5181
H: -1.1661 -0.6501 -0.4748
N: 1.7013 -0.0076 -0.1147
N: -1.7906 -0.0813 0.0687

Results of the Löwdin charge analysis, in e, for atoms 1 through 6: number 1, H, carries -0.0313; number 2, H, carries -0.0155; number 3, H, carries 0.0291; number 4, H, carries 0.0315; number 5, H, carries -0.0424; number 6, H, carries -0.0073

=====

| no. | DFT total energy (a.u.) |
| --- | --- |
| 1 | -3372.3837 |
| 2 | -973.7491 |
| 3 | -1085.1047 |
| 4 | -1727.4225 |
| 5 | -113.0914 |